Entry 1:
C30H52BrN3OP2Ti | ωB97M-V/def2-TZVPD

The geometry in ORCA input format:
```
! RIJCOSX wB97M-V def2-TZVPD def2/J DEFGRID3
* xyz 2 3
N -6.21373 3.22310 -3.25970
C -5.97132 3.64272 -2.02193
C -4.90552 3.17610 -1.25546
C -4.04791 2.22911 -1.83468
C -4.29423 1.77641 -3.14398
C -5.39710 2.33385 -3.80670
C -2.78451 1.92648 -1.13603
Ti -2.00582 0.23480 -0.37261
P 3.79504 -0.14363 0.02834
C -1.63813 1.40598 -1.91767
C -0.33067 2.03920 -1.86363
C 0.80624 1.44223 -2.43354
C 2.08456 1.81090 -1.99982
C 2.23600 2.83389 -1.03572
C 1.09010 3.60188 -0.75126
C -0.17393 3.21708 -1.12988
Br 3.66078 3.16018 0.11696
H -2.58186 2.64539 -0.32260
H -1.83651 0.71251 -2.75731
H -4.71361 3.57528 -0.26073
H -3.63767 1.07991 -3.67272
H -6.63780 4.38908 -1.60926
H -5.59732 2.03478 -4.83036
H 0.62365 0.71972 -3.23854
H -1.05158 3.79154 -0.84264
H 2.91116 1.23835 -2.40437
H 1.16477 4.54473 -0.24156
P -1.02477 -1.94194 -0.63016
C 5.62996 0.52402 0.29635
C 6.91697 0.20775 -0.49147
H 5.84904 0.39041 1.36960
H 5.42215 1.60609 0.18090
H 7.68824 0.93075 -0.15845
H 7.37483 -0.78346 -0.30456
H 6.82604 0.34335 -1.58341
C 4.07663 -0.89867 -1.64243
C 5.03535 -2.06766 -1.86306
H 4.39307 -0.08347 -2.31688
H 3.06715 -1.21571 -1.95165
H 4.85010 -2.46228 -2.87589
H 6.08901 -1.75669 -1.84071
H 4.86878 -2.88521 -1.15235
C 3.85492 -1.49935 1.28047
C 5.14886 -1.84109 2.03236
H 3.41237 -2.39903 0.83128
H 3.13493 -1.11887 2.02984
H 4.95329 -2.67759 2.71966
H 5.95804 -2.13407 1.34944
H 5.47757 -0.99956 2.65828
C -0.65973 -2.90135 0.86854
C -1.05751 -4.36241 0.69843
H -1.16777 -2.44601 1.73624
H 0.42453 -2.78543 1.03500
H -2.14449 -4.49463 0.71766
H -0.65965 -4.79613 -0.22747
H -0.66032 -4.94686 1.53243
C 0.16149 -2.37162 -1.91095
C -0.33598 -2.26906 -3.34358
H 0.51734 -3.38204 -1.66475
H 0.99165 -1.66990 -1.72943
H -1.21162 -2.90770 -3.50800
H -0.57956 -1.23667 -3.62516
H 0.47050 -2.61084 -4.00167
C -2.74371 -2.34757 -1.18970
C -3.89904 -1.41801 -0.73857
H -2.96431 -3.34960 -0.78953
H -2.71532 -2.43893 -2.29135
H -4.76431 -1.65814 -1.38859
H -4.23530 -1.64957 0.28531
H -3.73042 -0.30247 -0.86821
C 0.02193 2.40764 2.29876
N -0.70846 1.49221 3.17644
C -0.10514 1.22722 4.47885
C -1.73798 0.77347 2.70738
O -1.89193 0.70282 1.43439
N -2.59883 0.13611 3.51173
C -2.73543 0.42793 4.93094
C -3.61794 -0.74046 2.93542
H 0.67733 3.02281 2.92694
H -0.65534 3.09397 1.76882
H 0.63768 1.85080 1.57737
H -0.60794 1.80784 5.27459
H -0.14139 0.14622 4.71688
H 0.94084 1.56413 4.43595
H -3.75357 0.16264 5.21209
H -2.04572 -0.18148 5.52942
H -2.58623 1.49416 5.12544
H -4.28749 -0.20487 2.24368
H -3.17703 -1.60569 2.41021
H -4.21944 -1.11174 3.76829
*
```

Output
LUMO (spin up / spin down): -5.92 / -7.77 eV
ΔE to the lowest compared entry with this formula, charge and spin: 0.0 kJ/mol
gap between HOMO and LUMO (spin up / spin down): 6.8 / 5.0 eV

---

Entry 2:
C26H27BrN6OSSeV | ωB97M-V/def2-TZVPD

The geometry in ORCA input format:
```
! RIJCOSX wB97M-V def2-TZVPD def2/J DEFGRID3
* xyz 1 1
V 0.13003 -0.31185 0.17844
Se -4.75237 5.55319 1.15718
N -4.46798 4.08915 2.08562
C -3.55139 3.39664 1.45677
C -3.06176 2.11076 1.90760
C -3.58447 1.43571 3.01017
C -3.07802 0.19182 3.31615
C -2.05972 -0.33872 2.53477
N -1.52640 0.29561 1.49626
C -2.03455 1.50415 1.17758
C -1.51308 2.11600 -0.02623
N -0.54835 1.43200 -0.66210
C -0.14227 1.86082 -1.85489
C -0.64252 3.01016 -2.44727
C -1.59087 3.75476 -1.77929
C -2.04226 3.30535 -0.53910
C -3.05265 3.98556 0.24227
N -3.57676 5.14105 -0.08194
H -4.38167 1.89319 3.58044
H -3.45595 -0.38101 4.15043
H -1.67172 -1.31920 2.76860
H 0.59402 1.25424 -2.36248
H -0.28472 3.30170 -3.42399
H -2.00792 4.66072 -2.19790
Br -1.54428 -1.13433 -1.49070
C 2.92989 -1.28852 3.69478
N 1.92347 -0.53420 4.41993
C 1.26445 -1.35712 5.41729
C 0.95046 0.07480 3.52942
C 1.56438 1.08738 2.58553
C 2.48266 1.97298 3.15974
C 3.13360 2.93375 2.41362
C 2.86213 3.03390 1.05837
C 1.94012 2.17871 0.47969
C 1.28010 1.19898 1.21715
H 3.59300 -1.78093 4.40428
H 3.52568 -0.61659 3.07715
H 2.48198 -2.06320 3.04516
H 2.00140 -1.72049 6.13222
H 0.75360 -2.22899 4.97151
H 0.52626 -0.76361 5.95767
H 0.20604 0.57811 4.15526
H 0.43991 -0.69941 2.95460
H 2.68551 1.86554 4.21821
H 3.84763 3.59914 2.88060
H 3.36838 3.76837 0.44502
H 1.76567 2.29739 -0.58106
C 3.85990 -0.60970 -0.54526
C 2.61245 -1.14833 -1.24716
C 2.59618 -0.75500 -2.72448
C 2.52432 -2.67018 -1.08467
O 1.45072 -0.59777 -0.63441
H 4.73987 -1.07911 -0.98160
H 3.82272 -0.84901 0.51796
H 3.94339 0.47001 -0.65743
H 3.40027 -1.26843 -3.24673
H 2.74999 0.32010 -2.83569
H 1.64461 -1.03985 -3.17744
H 3.33227 -3.14277 -1.63909
H 1.56898 -3.03403 -1.46568
H 2.61372 -2.93845 -0.03145
S -0.90602 -4.31064 2.00592
C -0.40117 -2.95463 1.41805
N 0.00219 -1.90552 0.99708
*
```

Output
LUMO: -4.87 eV
ΔE to the lowest compared entry with this formula, charge and spin: 40.3 kJ/mol
gap between HOMO and LUMO: 6.1 eV

---

Entry 3:
C2H5FN2 | ωB97M-V/def2-TZVPD

The geometry in ORCA input format:
```
! RIJCOSX wB97M-V def2-TZVPD def2/J DEFGRID3
* xyz 0 1
N 0.01698 1.50416 0.72079
N 1.03505 0.40864 0.87075
C 0.64344 -0.74724 0.47990
C -0.40611 -0.83274 -0.50151
F 0.14123 0.11376 -1.51802
H 0.57616 2.39489 0.76645
H -0.53462 1.57729 -0.28636
H 0.69341 -1.96111 0.96509
H -0.53371 -1.82747 -0.95113
H -1.63182 -0.63019 -0.54597
*
```

Output
LUMO: 0.23 eV
structure (SMILES): N/N=C\CF
ΔE to the lowest compared entry with this formula, charge and spin: 396.7 kJ/mol
gap between HOMO and LUMO: 9.8 eV

---

Entry 4:
C4H6O2 | ωB97M-V/def2-TZVPD

The geometry in ORCA input format:
```
! RIJCOSX wB97M-V def2-TZVPD def2/J DEFGRID3
* xyz 0 1
O -1.70085 -1.21449 0.38474
C -1.01018 -0.34897 0.76942
C -0.26194 0.57295 1.35922
O -0.67103 1.10463 2.57549
H 0.59699 1.00678 0.86772
H -0.67172 0.39471 3.22809
C 1.09042 -0.66019 -1.28675
C 0.16933 0.13972 -1.81686
H 2.03813 -0.27728 -0.91403
H 0.92423 -1.73035 -1.18611
H -0.78333 -0.24739 -2.17137
H 0.31952 1.21334 -1.90316
*
```

Output
LUMO: 0.49 eV
structure (SMILES): O=C=CO.C=C
ΔE to the lowest compared entry with this formula, charge and spin: 293.9 kJ/mol
gap between HOMO and LUMO: 9.2 eV

---

Entry 5:
C16H15BrPtS | ωB97M-V/def2-TZVPD

The geometry in ORCA input format:
```
! RIJCOSX wB97M-V def2-TZVPD def2/J DEFGRID3
* xyz 0 5
C -0.30210 -0.85763 -2.78236
C -0.22894 -1.79492 -1.74260
C -0.83507 -1.19305 -0.54451
H 0.12897 -2.81650 -1.81804
C -1.20470 0.18859 -0.92152
C -0.88944 0.34078 -2.30833
H -1.12984 1.20491 -2.91985
H -0.00084 -1.04365 -3.80887
H -1.15133 -1.69642 0.35891
H -1.78231 0.86629 -0.29686
Pt 0.92396 -0.13204 0.00879
Br 2.08843 -2.32921 0.26113
C 2.83443 0.76430 -0.57128
C 2.02725 1.64136 -1.45827
C 2.18792 1.17976 -2.77343
H 1.48936 2.52287 -1.12627
C 3.07384 0.04543 -2.76518
C 3.49687 -0.19615 -1.46031
H 4.21078 -0.94070 -1.13094
H 3.16971 1.03748 0.42396
H 1.75991 1.63640 -3.66474
H 3.39755 -0.50281 -3.65917
S 0.48167 1.45417 1.57369
C -0.84460 0.71784 2.36893
C -0.76421 -0.56811 2.94344
C -1.89939 -1.12136 3.52253
C -3.10232 -0.40121 3.52342
C -3.19455 0.84852 2.89807
C -2.06323 1.42397 2.33764
H 0.17486 -1.12019 2.88742
H -1.84530 -2.11608 3.96633
H -3.98398 -0.83329 3.99535
H -4.13732 1.39369 2.83676
H -2.08605 2.39696 1.84617
*
```

Output
LUMO (spin up / spin down): 0.57 / -2.48 eV
gap between HOMO and LUMO (spin up / spin down): 7.3 / 5.3 eV

---

Entry 6:
C18H20ClNO2 | ωB97M-V/def2-TZVPD

The geometry in ORCA input format:
```
! RIJCOSX wB97M-V def2-TZVPD def2/J DEFGRID3
* xyz 0 1
C -1.62995 -0.55620 -2.55460
C -2.02216 0.28859 -1.33646
N -1.32798 -0.17826 -0.14719
C -0.09626 0.25193 0.18833
O 0.50352 1.09385 -0.45103
C 0.49082 -0.44880 1.40317
C 1.09768 -1.79094 0.97515
C 2.32122 -1.64663 0.05915
O 3.51865 -1.50058 0.79573
C 4.08180 -0.28337 1.03164
C 3.59779 0.95047 0.60845
C 4.29732 2.10734 0.91021
C 5.47438 2.04226 1.63209
Cl 6.34134 3.49505 2.00313
C 5.96676 0.82033 2.06448
C 5.27208 -0.33107 1.76321
C -3.51256 0.26374 -1.11120
C -4.26744 1.42048 -1.24896
C -5.63831 1.39416 -1.05957
C -6.27119 0.20943 -0.72588
C -5.52682 -0.94920 -0.58420
C -4.15752 -0.92179 -0.77722
H -2.14739 -0.19204 -3.43799
H -0.55792 -0.48147 -2.71830
H -1.89246 -1.60060 -2.40250
H -1.68240 1.31664 -1.50347
H -1.76966 -0.90679 0.39014
H 1.26168 0.18457 1.84209
H -0.28920 -0.61928 2.14738
H 0.34127 -2.38037 0.45168
H 1.40842 -2.34844 1.86093
H 2.45584 -2.57890 -0.50064
H 2.18070 -0.83257 -0.65569
H 2.67792 1.04813 0.05365
H 3.91575 3.06040 0.57944
H 6.88488 0.77326 2.62852
H 5.63604 -1.29425 2.08419
H -3.77713 2.34760 -1.50763
H -6.21331 2.30127 -1.17195
H -7.34050 0.18744 -0.57798
H -6.01439 -1.87795 -0.32624
H -3.59130 -1.83745 -0.67405
*
```

Output
LUMO: 0.60 eV
structure (SMILES): C[C@H](NC(=O)CCCOc1ccc(Cl)cc1)c1ccccc1
ΔE to the lowest compared entry with this formula, charge and spin: 20.1 kJ/mol
gap between HOMO and LUMO: 8.8 eV

---

Entry 7:
C2H5NO | ωB97M-V/def2-TZVPD

The geometry in ORCA input format:
```
! RIJCOSX wB97M-V def2-TZVPD def2/J DEFGRID3
* xyz -1 2
C -0.85417 -0.60680 -0.68482
N 0.43293 -0.83693 0.12366
C 0.71017 0.51485 0.67025
O -1.60557 0.45043 -0.58994
H -1.25972 -1.63101 -0.91126
H 0.22386 -0.47061 -1.16688
H 0.94661 0.29840 1.73525
H -0.15242 1.18725 0.65239
H 1.55830 1.09442 0.17136
*
```

Output
LUMO (spin up / spin down): 4.92 / 4.80 eV
ΔE to the lowest compared entry with this formula, charge and spin: 176.2 kJ/mol
gap between HOMO and LUMO (spin up / spin down): 5.7 / 8.0 eV

---

Entry 8:
C22H25N3O3 | ωB97M-V/def2-TZVPD

The geometry in ORCA input format:
```
! RIJCOSX wB97M-V def2-TZVPD def2/J DEFGRID3
* xyz 0 1
C 8.53141 1.77971 0.97022
C 7.24423 1.20769 0.46010
C 6.95091 1.20396 -0.89776
C 5.75530 0.69354 -1.36357
C 4.81819 0.17211 -0.47591
N 3.62601 -0.34012 -1.01050
C 2.56188 -0.88103 -0.36380
O 2.46047 -1.02449 0.83248
C 1.46376 -1.32020 -1.34445
N 0.31245 -1.84151 -0.64597
C 0.48910 -3.10488 0.03335
C -0.73874 -1.00453 -0.47081
O -0.79691 0.07127 -1.03942
C -1.87141 -1.50240 0.41873
C -2.84533 -2.41275 -0.34426
C -4.22499 -2.03611 0.18457
O -5.25351 -2.65116 0.00673
N -4.09517 -0.89828 0.88983
C -5.21293 -0.15443 1.42033
C -5.49697 1.06792 0.58451
C -5.28894 2.34628 1.08095
C -5.52724 3.45365 0.28474
C -5.96708 3.29017 -1.01707
C -6.17100 2.01593 -1.52097
C -5.93759 0.91047 -0.72419
C -2.76466 -0.34096 0.87912
C 5.10045 0.17158 0.88552
C 6.30116 0.68575 1.33684
H 9.29264 1.77911 0.19386
H 8.89553 1.21147 1.82326
H 8.37893 2.80962 1.29471
H 7.66653 1.60446 -1.60124
H 5.54455 0.69829 -2.42448
H 3.55660 -0.25908 -2.01603
H 1.86023 -2.07691 -2.02986
H 1.12406 -0.44998 -1.91490
H 0.85656 -2.96029 1.05215
H 1.22801 -3.68896 -0.51421
H -0.44087 -3.66739 0.05147
H -1.46216 -2.02047 1.28750
H -2.83061 -2.19662 -1.41522
H -2.66497 -3.47790 -0.20848
H -4.99524 0.12899 2.45575
H -6.06978 -0.83483 1.40265
H -4.94213 2.47756 2.09643
H -5.36515 4.44539 0.68106
H -6.15034 4.15410 -1.63884
H -6.51422 1.88466 -2.53664
H -6.09711 -0.08572 -1.11057
H -2.69037 0.49402 0.17022
H -2.49445 0.02146 1.87468
H 4.38180 -0.22788 1.58046
H 6.50912 0.67973 2.39690
*
```

Output
LUMO: 0.54 eV
structure (SMILES): Cc1ccc(NC(=O)CN(C)C(=O)[C@@H]2CC(=O)N(Cc3ccccc3)C2)cc1
ΔE to the lowest compared entry with this formula, charge and spin: 106.1 kJ/mol
gap between HOMO and LUMO: 9.0 eV

---

Entry 9:
C3H3InO4 | ωB97M-V/def2-TZVPD

The geometry in ORCA input format:
```
! RIJCOSX wB97M-V def2-TZVPD def2/J DEFGRID3
* xyz 1 2
C -2.18575 0.33527 -0.30628
C -2.33087 -1.10099 0.04359
O -1.62657 -1.55833 0.96576
O -1.76847 0.97406 0.80959
H -3.17627 0.70151 -0.64705
H -3.17333 -1.68302 -0.36256
In -0.39324 -0.09194 1.58055
O 1.06320 0.08836 0.44613
O 2.09883 0.41536 -1.52353
C 1.12115 0.26327 -0.82297
H -1.13087 0.41861 -1.27839
*
```

Output
LUMO (spin up / spin down): -8.09 / -7.60 eV
ΔE to the lowest compared entry with this formula, charge and spin: 446.7 kJ/mol
gap between HOMO and LUMO (spin up / spin down): 4.8 / 7.6 eV

---

Entry 10:
C6H7NO | ωB97M-V/def2-TZVPD

The geometry in ORCA input format:
```
! RIJCOSX wB97M-V def2-TZVPD def2/J DEFGRID3
* xyz 0 3
C -0.71888 0.69377 1.27097
C 0.48403 1.29889 0.62688
C 0.40672 -1.72604 -1.35708
C -0.24343 -0.65767 -0.93528
C 0.15778 -0.16011 0.38836
C 0.97298 -1.19466 0.94094
N 1.49270 -1.79956 1.78822
O 2.11070 -2.58226 2.44277
H -0.68419 0.51397 2.33272
H -1.69869 0.95081 0.89822
H 0.35438 1.97471 -0.20488
H 1.33707 1.52457 1.24874
H 0.17414 -2.16173 -2.31911
H 1.21810 -2.19152 -0.82983
H -1.03009 -0.17212 -1.48689
*
```

Output
LUMO (spin up / spin down): 0.86 / -2.44 eV
ΔE to the lowest compared entry with this formula, charge and spin: 366.3 kJ/mol
gap between HOMO and LUMO (spin up / spin down): 6.3 / 6.8 eV

---

Entry 11:
C3H10N2O2Si | ωB97M-V/def2-TZVPD

The geometry in ORCA input format:
```
! RIJCOSX wB97M-V def2-TZVPD def2/J DEFGRID3
* xyz 0 1
H 1.90895 -1.15419 0.92425
N 0.98442 -0.78131 1.07649
C 0.05956 -1.37828 0.44433
Si -1.70382 -0.67992 0.93338
H 0.30118 -2.29808 -0.16036
H -2.50811 -1.65710 1.62395
H -2.46876 -0.80398 -0.37961
H -1.63536 0.56705 1.55539
N 2.01046 0.48487 -0.97717
C 0.75115 0.88190 -1.47003
C -0.04687 1.58230 -0.65746
O -1.40127 1.60146 -0.88775
O 0.40160 1.89438 0.63292
H 2.75439 0.40755 -1.64909
H 2.29437 1.15452 -0.29980
H 0.28668 0.63079 -2.47396
H -1.90768 2.26087 -0.50288
H 0.52397 0.96631 1.08144
*
```

Output
LUMO: 0.91 eV
structure (SMILES): [H]/N=C/[SiH3].NC=C(O)O
ΔE to the lowest compared entry with this formula, charge and spin: 395.7 kJ/mol
gap between HOMO and LUMO: 8.7 eV

---

Entry 12:
C4H36NO14S2 | ωB97M-V/def2-TZVPD

The geometry in ORCA input format:
```
! RIJCOSX wB97M-V def2-TZVPD def2/J DEFGRID3
* xyz 1 1
N -0.81723 -0.87759 0.79424
C -0.99936 0.00457 2.02506
C -2.05764 -0.55264 3.00943
O -2.15898 -0.06958 4.10582
C 0.31258 0.12973 2.80100
S 1.57283 1.01101 1.80939
S 1.79197 2.73153 2.66597
C 0.46122 3.81547 2.05541
H -1.49532 -1.65180 0.78146
H 0.10088 -1.30212 0.77825
H -1.05546 -0.31204 -0.02779
H -1.32979 0.97437 1.65485
H -2.64189 -1.37267 2.61210
H 0.08399 0.75254 3.66392
H 0.54433 -0.85410 3.21020
H -0.45346 3.32006 1.73436
H 0.20989 4.45288 2.89063
H 0.88823 4.35387 1.21086
H 3.18119 -3.73889 -0.86772
H 3.31327 -3.74963 -2.33529
O 2.69821 -3.46982 -1.66564
H 0.05698 -5.49151 -0.96973
H 0.89957 -4.22762 -1.13527
O -0.00791 -4.53687 -0.99370
H -3.46780 4.13321 -1.43164
H -2.22964 3.37229 -1.75854
O -3.15984 3.25923 -1.63224
H 1.39042 0.91637 -2.64465
H 1.32290 1.74532 -3.94876
O 0.85571 1.58552 -3.11989
H 5.41026 -0.52545 -0.98359
H 5.24732 0.77152 -1.75275
O 4.88783 -0.09814 -1.66419
H -3.24269 -0.75400 -0.06358
H -3.97311 -2.19389 0.04697
O -3.25914 -1.63535 0.38777
H -2.13294 -2.59668 -2.52999
H -0.76628 -3.11972 -2.34043
O -1.24222 -2.28564 -2.43504
H 2.58649 -5.29110 0.87739
H 3.20490 -4.36315 1.90835
O 2.91636 -4.35235 0.97333
H 3.11344 -0.28400 -2.04138
H 2.24939 -1.53849 -2.11156
O 2.18634 -0.58270 -1.97624
H -3.50322 1.26628 -0.60497
H -2.15710 0.72272 -1.20985
O -2.67190 0.77757 -0.35095
H -0.98271 1.18903 -3.03645
H -1.02240 -0.30378 -2.76046
O -1.55347 0.51254 -2.65432
H -2.06616 2.16474 4.40003
H -3.21765 2.78069 3.55496
O -2.27969 2.90140 3.79134
H 0.74770 3.94301 -0.81699
H 2.22640 4.08347 -0.70836
O 1.48437 4.46042 -1.17113
*
```

Output
LUMO: -2.58 eV
ΔE to the lowest compared entry with this formula, charge and spin: 0.0 kJ/mol
gap between HOMO and LUMO: 8.9 eV